Record 1
The following is a quantum chemistry calculation of a 7-piece molecular cluster, C41H62BF8NO16S3Si overall at a distorted geometry, from OMol25.

Values from the calculation:
Highest occupied orbital energy in eV: -8.8998
HOMO-LUMO gap in eV: 8.88
Total charge: 0
DFT total energy in eV: -140568.41749
SMILES: CB(O)[C@]1(N=C=S)O[C@@H]([Si](C)(C)C)[C@](CCC(C)C)(S(=O)(=O)C(F)(F)C(F)(F)C(F)(F)F)[C@]1(F)S.O=C1CCCO1.O=C1CCCO1.O=C1CCCO1.O=C1CCCO1.O=C1CCCO1.O=C1CCCO1

The geometry in XYZ format:
```
133
Properties=species:S:1:pos:R:3:forces:R:3
S -4.056 1.081 0.525 -2.3 2.2 6.5
S -4.807 -2.222 -0.178 -0.3 0.2 0.4
S 1.647 -2.546 0.905 -3.5 -0.6 -1.7
Si -2.265 0.114 3.603 0.6 0.5 2.3
F -2.715 -1.773 -1.564 -1.1 1.2 1.4
F -5.881 1.496 -1.401 3.0 0.9 0.7
F -4.040 3.176 -3.007 0.0 -0.2 2.7
F -5.427 5.031 -2.098 1.0 -2.2 2.8
F -3.928 0.771 -2.207 -0.8 1.5 2.3
F -5.730 3.977 -0.040 1.5 0.5 -2.6
F -2.570 3.222 -1.328 -3.2 -0.3 -0.1
F -3.916 5.215 -0.440 -1.9 -1.8 -1.2
O -7.998 10.764 -1.552 0.2 -0.2 0.6
O -5.280 0.617 1.291 2.9 -0.1 -3.2
O 2.453 -5.610 -0.905 0.5 -0.2 -0.4
O -2.664 -5.155 -0.072 1.4 1.6 1.7
O 1.601 -5.535 -7.024 0.6 0.3 0.1
O 5.530 -0.180 3.486 -0.2 0.0 -0.2
O 4.093 -5.439 -2.455 -0.2 -0.1 0.3
O 4.243 -0.574 1.667 0.3 0.2 0.6
O 3.499 -4.302 -6.992 -0.1 -0.3 -0.2
O -1.629 -2.085 1.843 -0.5 2.3 -2.1
O 4.565 1.736 -3.782 -0.4 0.5 0.4
O -7.038 9.898 0.305 -0.2 0.1 -0.3
O -3.637 2.361 1.229 0.3 -2.8 -2.9
O 3.432 3.524 -2.985 0.4 -0.1 -0.1
O 1.240 -1.919 6.111 -0.1 0.1 0.7
O 0.278 -1.352 8.078 0.1 -0.1 -0.3
N -0.939 -2.931 -0.413 4.0 1.1 4.0
C -7.310 9.929 -1.028 -0.3 0.7 -0.6
C 4.828 -0.978 2.636 -0.3 0.0 -0.9
C 5.379 3.963 -4.233 0.2 0.4 0.3
C -6.241 7.884 -0.585 0.2 -0.6 -0.2
C 1.160 -3.527 7.910 -0.4 -0.3 0.3
C 2.852 -5.188 -1.958 -0.5 0.1 0.8
C -6.105 8.844 0.575 0.2 -0.2 0.4
C 3.547 4.947 -3.118 -0.2 0.4 0.1
C -6.593 8.809 -1.733 0.0 -0.5 0.2
C 6.189 -0.992 4.465 0.3 0.0 0.4
C -3.927 0.459 4.539 -0.2 -0.5 0.5
C 2.885 -4.407 -4.174 -0.3 0.2 -0.3
C 5.001 5.201 -3.444 0.4 0.5 0.0
C 4.419 -3.821 -7.980 0.4 0.3 -0.1
C -4.484 1.630 -1.221 -1.0 -1.7 -3.0
C 0.210 -3.463 9.089 -0.1 -0.5 0.3
C 0.703 1.189 -1.358 0.6 0.4 -0.4
C 4.279 -4.699 -3.669 0.3 0.2 -0.4
C 4.935 -2.417 3.064 -0.1 -0.2 0.5
C -0.717 0.471 -1.172 0.6 -0.2 -0.4
C 4.293 -4.779 -9.143 0.3 -0.1 -0.5
C -3.087 -4.537 2.437 1.1 0.1 0.1
C 0.953 1.594 -2.909 -0.6 -0.5 1.4
C 2.837 -5.193 -9.068 0.5 -0.1 -0.2
C -3.068 -1.586 -0.205 2.0 -1.0 0.4
C -1.214 -0.981 4.817 0.3 0.0 -1.6
C -3.950 3.092 -1.590 0.9 -0.1 -2.3
C -1.254 0.440 0.325 0.8 1.4 -1.3
C 4.455 2.925 -3.654 0.2 -0.9 -0.4
C -2.050 -2.624 0.543 -1.0 -0.9 0.2
C 0.126 -1.977 9.359 -0.2 0.1 0.4
C 0.908 -2.208 7.229 0.6 0.1 -0.8
C 2.092 -4.282 -2.889 0.0 -0.1 -0.5
C -2.692 -0.211 0.551 1.6 -1.5 0.2
C -4.824 4.303 -1.029 0.6 3.0 0.9
C -1.334 1.766 3.458 1.0 1.1 0.3
C 0.894 2.528 -0.514 -0.5 -1.2 1.4
C 2.548 -5.067 -7.596 -1.0 -0.2 0.1
C 0.166 -2.798 0.222 0.4 0.1 -1.2
C -2.489 -0.913 2.016 -3.0 -1.1 -0.1
C 5.411 -2.288 4.497 -0.1 -0.5 0.4
B -2.609 -4.107 0.934 -1.5 -1.9 -0.6
H 2.515 -5.258 -4.752 0.0 0.2 0.0
H 6.177 -0.484 5.430 0.0 0.2 -0.2
H 5.163 4.077 -5.297 0.1 -0.1 0.0
H 0.536 0.772 -3.572 0.7 1.1 0.6
H -0.772 -3.841 8.789 0.1 0.0 0.1
H -1.849 -5.681 0.108 -0.9 0.1 -0.4
H 0.542 -4.039 9.953 -0.1 0.1 0.0
H 6.004 -3.138 4.841 0.0 0.1 0.0
H -1.433 1.000 -1.897 0.8 -1.0 1.1
H -7.244 8.321 -2.457 0.1 0.3 -0.1
H -5.702 9.208 -2.222 -0.1 0.0 -0.1
H 1.497 0.433 -1.032 -0.9 1.1 -0.5
H -1.472 -0.802 5.904 0.4 -0.3 -1.3
H 1.095 2.207 0.573 -0.3 0.6 -1.4
H -1.995 2.679 3.277 0.9 -1.3 -0.1
H -0.426 -0.036 0.963 -1.6 0.3 -0.7
H -4.071 -4.027 2.681 1.0 -0.8 -0.2
H 1.064 -4.621 -3.015 0.0 0.2 0.3
H 2.116 -3.263 -2.493 -0.1 -0.1 0.1
H 0.372 2.567 -3.074 0.8 -1.3 0.0
H 2.189 -4.506 -9.617 -0.1 -0.1 0.0
H 5.164 6.134 -3.986 -0.1 0.0 0.1
H 4.932 -5.651 -8.975 0.0 0.1 0.0
H 2.063 1.766 -3.025 -1.5 -0.3 -0.2
H -0.841 1.954 4.482 -0.7 -0.4 -1.3
H 1.781 3.162 -0.817 -1.2 -0.8 0.0
H 2.834 -3.524 -4.809 0.1 -0.1 0.1
H -7.071 7.195 -0.402 0.1 0.0 0.0
H -3.497 -1.443 2.218 1.0 1.1 0.0
H -4.832 0.002 4.029 0.9 1.0 0.5
H 4.549 -2.187 5.162 0.1 0.0 -0.1
H -0.456 1.752 2.719 -1.3 0.1 1.0
H -3.135 -5.676 2.508 -0.4 1.6 -0.1
H -0.833 -1.694 9.794 0.1 0.2 -0.2
H -1.355 -2.055 4.469 0.2 1.1 0.9
H 7.228 -1.138 4.155 0.0 0.0 0.0
H -5.315 -2.006 1.104 1.0 0.2 -1.0
H 0.926 -4.360 7.249 0.3 0.1 -0.1
H -0.540 -0.621 -1.480 -0.6 1.7 0.1
H -5.345 7.290 -0.764 -0.1 0.1 0.1
H 3.247 5.427 -2.185 -0.1 -0.2 0.0
H 5.429 -3.810 -7.567 -0.2 0.0 0.2
H 2.204 -3.569 8.230 0.0 0.0 -0.1
H -3.868 -0.038 5.573 0.0 0.6 -1.5
H -4.016 1.572 4.734 -0.2 -1.3 -0.5
H -1.299 1.529 0.673 -0.2 -1.5 -0.3
H -6.350 8.372 1.527 -0.1 0.3 0.0
H 5.670 -2.922 2.434 -0.1 0.0 -0.1
H 4.855 -5.295 -4.378 0.0 -0.1 0.2
H 6.422 3.690 -4.078 -0.1 -0.2 -0.3
H -0.096 3.092 -0.482 1.4 -0.3 -0.3
H 4.137 -2.799 -8.250 0.0 -0.1 0.0
H -5.102 9.276 0.642 -0.1 0.0 0.0
H 2.877 5.278 -3.917 0.0 0.0 0.0
H 4.575 -4.335 -10.099 0.0 0.0 0.1
H 5.587 5.240 -2.521 -0.1 0.0 -0.1
H 3.969 -2.917 3.005 0.1 0.0 -0.3
H 0.929 -1.628 10.014 0.0 0.0 -0.1
H 2.692 -6.216 -9.410 -0.3 0.2 0.1
H -2.322 -4.202 3.220 -1.1 -0.3 -1.0
H 4.837 -3.786 -3.438 0.0 0.0 0.0
H -0.127 -0.719 4.563 -1.5 -0.5 0.8
```
Positions in Å, forces in eV/Å.

Here are the Mulliken charges for atoms 1 to 8, given in e:
1 S 1.79
2 S -0.26
3 S 0.02
4 Si 0.93
5 F -0.36
6 F -0.26
7 F -0.33
8 F -0.26

---

Record 2
The following is a quantum chemistry calculation of a 3-piece molecular cluster, C14H36BNO8P2S overall at a distorted geometry, from OMol25.

Values from the calculation:
Highest occupied orbital energy in eV: -10.1611
HOMO-LUMO gap in eV: 10.62
Total charge: 0
DFT total energy in eV: -63066.07879
SMILES: CCOP(=O)(OCC)OCC.CCOP(=O)(OCC)OCC.[H]/N=C/CBS

The geometry in XYZ format:
```
63
Properties=species:S:1:pos:R:3:forces:R:3
S -0.817 3.714 -2.695 -0.8 0.2 0.5
P 1.745 1.393 2.320 1.3 -1.9 3.8
P -2.924 -3.657 -0.870 1.5 -3.6 1.5
O 0.772 0.462 1.736 -0.2 1.3 -1.6
O -4.457 -3.462 -0.546 0.0 1.1 -0.6
O -3.050 -5.265 -0.908 -0.3 0.2 -0.2
O -2.238 -3.445 0.560 -0.4 0.6 -0.1
O 3.221 0.768 2.248 0.0 0.5 -0.7
O 2.011 2.941 2.286 -0.4 0.1 -1.2
O 1.523 1.355 3.915 -0.3 0.4 -0.3
O -2.001 -3.278 -1.944 -1.1 1.6 -0.6
N 3.138 4.987 -3.372 0.3 0.1 0.2
C -1.837 -1.046 0.947 -0.2 0.0 0.0
C 3.600 -0.125 1.197 0.2 -0.5 -0.2
C -2.462 -6.033 -1.956 0.2 -0.2 -0.1
C 0.833 -0.738 4.926 0.2 0.0 0.0
C -5.002 -2.498 0.361 -0.5 0.3 0.2
C -1.250 -2.426 0.767 0.5 0.2 0.2
C -1.100 -6.554 -1.549 0.0 0.0 0.2
C 2.228 5.421 -4.132 -0.3 0.0 -0.4
C 3.000 3.602 1.485 0.2 0.6 -0.3
C 3.936 0.587 -0.096 0.0 0.2 0.1
C 1.171 4.505 -4.682 0.0 0.0 0.7
C 2.487 3.943 0.103 -0.2 0.0 0.1
C -5.272 -1.165 -0.305 0.1 -0.1 -0.2
C 0.423 0.655 4.498 -0.1 -0.2 0.2
B -0.160 4.834 -3.884 0.7 -0.2 -0.6
H -5.945 -2.928 0.699 0.0 -0.1 -0.1
H 1.482 3.485 -4.451 0.1 0.0 -0.4
H -1.034 -0.328 1.123 -0.1 -0.1 0.0
H 4.752 1.298 0.045 0.0 0.0 0.0
H 0.011 2.660 -2.714 0.2 0.2 -0.3
H 1.591 -0.688 5.709 0.0 0.0 0.0
H 0.114 1.238 5.367 0.1 0.1 0.0
H -0.449 -5.736 -1.238 0.0 0.1 -0.1
H 4.240 -0.134 -0.855 0.0 0.0 0.0
H 1.665 4.657 0.166 0.0 0.0 0.0
H -3.140 -6.868 -2.142 -0.1 0.0 0.1
H -0.702 5.876 -4.068 -0.2 -0.1 0.3
H -0.713 -2.716 1.671 -0.1 -0.1 0.0
H 3.927 3.029 1.450 -0.2 -0.3 0.0
H -0.626 -7.083 -2.378 0.0 0.0 0.0
H -6.033 -1.272 -1.078 0.0 0.0 0.0
H -0.525 -2.425 -0.049 -0.1 -0.1 -0.1
H -0.027 -1.291 5.308 0.0 0.0 0.0
H 1.263 -1.291 4.090 -0.1 0.0 -0.1
H 3.073 1.136 -0.474 0.0 -0.1 -0.1
H -4.379 -2.396 1.248 0.3 -0.1 -0.2
H 3.277 4.380 -0.506 0.0 0.0 0.0
H -5.622 -0.438 0.428 0.0 0.0 0.0
H -1.191 -7.239 -0.705 0.0 0.0 0.0
H 3.234 4.521 2.022 -0.1 0.0 0.1
H 1.053 4.669 -5.756 0.0 0.0 0.0
H 2.104 3.058 -0.407 0.1 0.0 -0.1
H 2.823 -0.872 1.028 -0.1 0.1 0.1
H -2.401 -5.453 -2.876 0.0 0.1 0.1
H 3.748 5.759 -3.100 0.0 -0.1 0.1
H -0.424 0.622 3.813 0.1 0.0 -0.1
H -2.523 -1.017 1.797 0.0 0.0 0.0
H 2.143 6.478 -4.410 0.0 0.0 0.0
H -4.374 -0.774 -0.785 0.0 0.0 0.1
H -2.391 -0.739 0.057 0.1 0.0 0.0
H 4.479 -0.657 1.563 0.0 0.1 0.1
```
Positions in Å, forces in eV/Å.

Here are the natural (NBO) charges for atoms 1 to 8, given in e:
1 S -0.11
2 P 2.56
3 P 2.54
4 O -1.10
5 O -0.79
6 O -0.82
7 O -0.82
8 O -0.82

---

Record 3
The following is a quantum chemistry calculation of a 2-piece molecular cluster, C6H16 overall at a distorted geometry, from OMol25.

Values from the calculation:
Highest occupied orbital energy (alpha / beta) in eV: -14.8664 / -14.8505
HOMO-LUMO gap (alpha / beta) in eV: 12.03 / 4.30
Total charge: +1
DFT total energy in eV: -6470.28457
Energy above the lowest of the compared OMol25 structures with the same formula, charge and spin in eV: 0.582
Spin multiplicity: 2

The geometry in XYZ format:
```
22
Properties=species:S:1:pos:R:3:forces:R:3
C -1.656 -0.843 1.794 -0.1 0.5 0.4
C -1.150 -2.123 2.470 0.2 1.3 0.6
C 0.735 0.658 -0.839 -2.7 2.1 -0.2
C 2.295 0.549 -1.294 1.9 -0.4 0.1
C -0.009 -0.189 -1.816 0.3 -1.4 -0.5
C 0.194 2.076 -0.857 0.7 0.6 0.6
H -0.454 -2.739 1.908 -0.2 -0.1 -0.3
H 0.470 2.643 0.038 -0.3 -0.4 0.2
H -2.120 -0.198 2.551 -0.3 -0.4 0.0
H -0.586 -1.697 3.306 0.1 -0.6 0.2
H -1.961 -2.699 2.904 0.0 -0.2 -0.2
H 0.033 0.100 -2.877 0.2 -0.1 0.1
H 0.649 0.387 0.225 1.0 -0.6 0.1
H 0.132 -1.263 -1.675 0.6 0.2 -0.3
H -2.387 -0.945 0.990 0.3 -0.1 -0.2
H 0.633 2.730 -1.623 -0.1 -0.4 -0.6
H -0.887 2.099 -0.993 0.0 0.1 0.0
H -1.097 -0.083 -1.648 -0.1 0.7 0.5
H 2.758 -0.415 -1.107 -0.4 -0.2 -0.1
H 2.415 0.843 -2.332 -0.5 -0.1 -0.1
H 2.822 1.277 -0.650 -0.7 0.0 0.2
H -0.829 -0.167 1.524 0.1 -0.4 -0.5
```
Positions in Å, forces in eV/Å.

Here are the natural (NBO) charges for atoms 1 to 8, given in e:
1 C -0.60
2 C -0.61
3 C -0.11
4 C -0.44
5 C -0.61
6 C -0.65
7 H 0.21
8 H 0.25

---

Record 4
The following is a quantum chemistry calculation of a 2-piece molecular cluster, CH4Cl2OSi overall at a distorted geometry, from OMol25.

Values from the calculation:
Highest occupied orbital energy in eV: -10.8282
HOMO-LUMO gap in eV: 11.07
Total charge: 0
DFT total energy in eV: -36073.60233
SMILES: C[Si](=O)Cl.Cl
Energy above the lowest of the compared OMol25 structures with the same formula, charge and spin in eV: 2.767

The geometry in XYZ format:
```
9
Properties=species:S:1:pos:R:3:forces:R:3
Cl 2.351 -1.630 -0.567 0.6 -0.6 -0.5
Cl 2.926 1.412 0.710 -0.1 0.2 0.0
Si 0.772 -1.034 0.492 -0.6 0.5 -0.6
O 0.519 -1.497 1.907 -0.1 0.1 0.2
C -0.229 0.064 -0.610 -3.2 0.5 0.2
H -0.809 -0.375 -1.472 0.9 -0.3 0.9
H 2.857 0.741 1.796 0.1 0.0 0.2
H -1.080 0.582 -0.047 1.1 -0.9 -0.2
H 0.251 0.903 -1.056 1.1 0.4 -0.2
```
Positions in Å, forces in eV/Å.

Here are the natural (NBO) charges for atoms 1 to 8, given in e:
1 Cl -0.38
2 Cl -0.26
3 Si 1.93
4 O -1.16
5 C -1.23
6 H 0.28
7 H 0.28
8 H 0.27

---

Record 5
The following is a quantum chemistry calculation of one molecule with the formula C5H11O2PS at a distorted geometry, from OMol25.

Values from the calculation:
Highest occupied orbital energy (alpha / beta) in eV: -4.0256 / -8.8102
HOMO-LUMO gap (alpha / beta) in eV: 4.33 / 4.56
Total charge: 0
DFT total energy in eV: -29576.80549
Spin multiplicity: 3

The geometry in XYZ format:
```
20
Properties=species:S:1:pos:R:3:forces:R:3
S 2.383 -0.873 -0.266 -0.4 0.0 -1.1
P 0.470 -0.018 -0.408 -3.9 -0.9 1.8
O -0.331 -0.578 -1.732 1.3 0.1 0.2
O 0.677 1.438 -0.530 0.5 0.1 0.5
C -0.367 0.249 -2.862 -0.5 2.9 -3.7
C 2.920 0.095 -1.731 -2.8 0.0 0.9
C -1.523 -0.765 3.262 0.8 2.5 -1.7
C -0.840 -0.067 2.031 -1.7 -0.1 4.2
C -0.463 -0.718 0.947 2.1 -3.7 -5.2
H -0.957 -0.562 4.162 0.3 -0.3 0.3
H -1.422 0.562 -3.205 1.2 -1.0 1.0
H 0.123 -0.095 -3.832 -0.5 -0.8 1.5
H 3.884 0.213 -1.921 4.5 0.0 -0.6
H -0.712 -1.822 0.858 0.5 1.3 -0.3
H -0.411 0.880 2.059 0.1 1.9 1.0
H -1.773 -1.795 3.125 0.2 -0.7 -0.2
H -2.439 -0.210 3.367 -0.7 0.0 0.4
H 0.126 1.281 -2.841 -0.4 -1.4 1.2
H 2.514 1.040 -1.437 0.0 1.0 0.2
H 2.359 -0.101 -2.619 -0.4 -0.9 -0.6
```
Positions in Å, forces in eV/Å.

Here are the natural (NBO) charges for atoms 1 to 8, given in e:
1 S 0.34
2 P 1.91
3 O -0.79
4 O -1.07
5 C -0.30
6 C -0.84
7 C -0.64
8 C -0.24

---

Record 6
The following is a quantum chemistry calculation of C26H22F6N7O4S2V as an isolated structure, from OMol25.

Values from the calculation:
Highest occupied orbital energy (alpha / beta) in eV: -9.9989 / -9.3197
HOMO-LUMO gap (alpha / beta) in eV: 7.26 / 6.62
Total charge: +1
DFT total energy in eV: -109598.54282
Energy above the lowest of the compared OMol25 structures with the same formula, charge and spin in eV: 0.165
Spin multiplicity: 2

The geometry in XYZ format:
```
68
Properties=species:S:1:pos:R:3:forces:R:3
V 0.316 -0.006 0.059 0.0 0.3 -0.6
S 3.194 -1.180 -1.003 0.0 0.1 -0.1
S 1.414 -0.294 -3.007 0.0 0.1 0.1
F 3.037 0.558 -4.851 0.0 0.1 0.0
F 4.839 0.761 -1.629 0.0 0.0 0.0
F 5.505 -0.538 -0.028 0.0 0.0 0.0
F 1.234 1.743 -4.616 0.0 0.0 0.0
F 2.827 1.904 -3.163 0.0 0.0 0.1
F 5.560 -1.231 -2.084 0.0 0.1 0.0
O 0.670 0.449 -1.974 -0.1 0.0 0.0
O 0.624 -1.039 -3.925 0.0 0.0 0.0
O 3.361 -2.521 -0.556 0.0 0.0 0.0
O 2.558 -0.233 -0.089 -0.1 -0.1 0.2
N 1.162 1.669 1.162 0.1 -0.5 0.1
N -0.959 3.217 -0.564 0.0 -0.1 -0.1
N 1.276 8.063 -0.064 0.0 0.0 0.0
N 0.266 -2.171 0.008 0.2 0.1 0.2
N -1.809 0.101 0.023 0.0 -0.1 0.2
N 2.612 -1.114 -2.458 0.0 -0.1 0.0
N -0.168 -0.571 2.098 0.0 0.0 -0.1
C 0.904 -4.026 1.363 0.0 0.0 0.0
C -2.540 0.604 -0.973 -0.1 0.1 -0.1
C 2.185 1.069 -3.978 0.1 -0.1 -0.1
C 1.086 1.536 2.493 0.0 0.1 0.0
C -1.572 -1.030 2.151 0.0 0.0 0.1
C 0.161 5.743 -0.317 0.0 0.0 0.0
C 1.862 2.294 3.353 0.0 0.0 0.0
C 0.045 0.573 2.998 -0.1 0.0 0.1
C -4.562 0.290 0.244 0.0 0.0 0.0
C 0.778 -1.688 2.323 -0.1 0.0 0.1
C 0.780 7.034 -0.174 -0.1 0.0 0.0
C -3.921 0.708 -0.907 0.1 0.0 0.0
C -3.804 -0.246 1.279 0.0 0.0 0.0
C -2.436 -0.341 1.125 0.0 0.0 0.0
C 0.651 -2.678 1.187 0.1 -0.1 0.2
C 0.748 -4.882 0.285 0.0 0.0 0.0
C 0.093 -3.005 -1.025 0.0 0.0 -0.1
C 0.320 -4.363 -0.927 0.0 0.0 0.0
C 2.803 3.376 1.440 0.0 0.0 0.0
C -1.125 3.938 0.542 0.1 0.0 0.1
C -0.263 3.759 -1.560 0.1 0.0 0.0
C -0.586 5.200 0.722 0.0 0.0 0.0
C 2.725 3.237 2.817 0.0 0.0 0.0
C 0.318 5.016 -1.492 0.0 0.0 0.1
C 4.894 -0.498 -1.207 0.0 -0.1 0.0
C 2.023 2.552 0.651 0.0 0.1 0.0
H -5.636 0.368 0.340 0.0 0.0 0.0
H 0.278 0.241 4.015 0.0 0.0 0.0
H -0.144 3.155 -2.453 0.0 0.0 0.0
H 1.219 -4.393 2.331 0.0 0.0 0.0
H 0.883 5.415 -2.322 0.0 0.0 0.0
H -0.903 1.117 3.044 0.0 0.0 0.0
H 3.474 4.087 0.980 0.0 0.0 0.0
H -1.706 3.480 1.336 0.0 0.0 0.0
H 0.173 -4.991 -1.794 0.0 0.0 0.0
H 1.786 2.148 4.422 0.0 0.0 0.0
H -1.994 0.938 -1.844 0.0 0.0 0.0
H 1.787 -1.267 2.351 0.0 0.0 0.0
H 2.086 2.582 -0.430 0.0 0.0 0.0
H -4.269 -0.597 2.191 0.0 0.0 0.0
H -0.740 5.743 1.644 0.0 0.0 0.0
H -4.464 1.120 -1.745 0.0 0.0 0.0
H -1.982 -0.900 3.156 0.0 0.0 0.0
H -1.591 -2.100 1.938 0.0 0.0 0.0
H -0.221 -2.557 -1.960 0.0 0.0 0.0
H 0.590 -2.193 3.277 0.0 0.0 0.0
H 0.950 -5.939 0.390 0.0 0.0 0.0
H 3.342 3.845 3.465 0.0 0.0 0.0
```
Positions in Å, forces in eV/Å.

Here are the natural (NBO) charges for atoms 1 to 8, given in e:
1 V 1.23
2 S 2.27
3 S 2.27
4 F -0.29
5 F -0.30
6 F -0.30
7 F -0.30
8 F -0.31